Model one:
Molecular formula: F3HNP
Method: DFT, ωB97M-V with the def2-TZVPD basis set

Geometry as ORCA input:
```
! wB97M-V def2-TZVPD RIJCOSX def2/J DEFGRID3
* xyz 0 1
F -4.562 -0.308 -0.694
H -0.156 0.864 0.797
P -3.158 0.277 -0.333
N 0.148 0.602 -0.187
F -3.605 1.062 1.064
F -2.685 -0.977 0.499
*
```

Results
LUMO energy (spin up / spin down) = -1.60 / -1.58 eV
Highest occupied orbital energy (spin up / spin down) = -11.6 / -11.5 eV
Kohn-Sham gap (spin up / spin down) = 10.0 / 9.9 eV

Mulliken population analysis, charges in e, atoms 1 to 2: F -0.189; H 0.248


Model two:
Molecular formula: F3HNP
Method: DFT, ωB97M-V with the def2-TZVPD basis set

Geometry as ORCA input:
```
! wB97M-V def2-TZVPD RIJCOSX def2/J DEFGRID3
* xyz 0 1
F -2.230 0.961 -0.731
N -0.662 0.133 0.298
H -1.223 -0.701 0.276
P 0.846 -0.421 0.451
F 1.452 -0.862 -0.870
F 1.817 0.890 0.576
*
```

Results
LUMO energy (spin up / spin down) = -3.89 / -3.88 eV
Highest occupied orbital energy (spin up / spin down) = -11.5 / -11.5 eV
Kohn-Sham gap (spin up / spin down) = 7.6 / 7.6 eV

Mulliken population analysis, charges in e, atoms 1 to 2: F -0.404; N -0.169


Consider the structures shown above. The least stable of them is model two.